1.
This record from the Open Molecules 2025 dataset describes a 7-piece molecular cluster, C40H57FN2O31S7 overall in a non-equilibrium geometry. The level of theory is the ωB97M-V functional and the def2-TZVPD basis.

## Properties
- SMILES string: CNCc1c(F)c(CCCOC)c2c(c1CCCS(=O)(=O)O)C(=O)c1c(CC(C)C)cc(N=C=O)cc1C2=O.O=S1(=O)OCCO1.O=S1(=O)OCCO1.O=S1(=O)OCCO1.O=S1(=O)OCCO1.O=S1(=O)OCCO1.O=S1(=O)OCCO1
- Orbital gap: 0.27236 Eh
- M: 1305.35 g mol⁻¹
- E_HOMO: -9.3 eV

The geometry in XYZ format:
```
138
Properties=species:S:1:pos:R:3:forces:R:3:lowdin_charge:R:1
S 8.3325 -2.1707 2.2123 0.10 -0.14 -0.04 0.6508
S 7.7839 -6.3114 -5.1730 -0.33 0.35 -0.47 0.6738
S 6.7107 -2.3614 -4.6336 0.49 -0.35 0.03 0.6694
S -9.2620 -0.8022 -6.7974 -0.12 -0.05 0.07 0.6525
S 0.4647 4.4155 11.4445 -0.09 0.09 0.01 0.6511
S 1.2827 2.8266 -0.0837 2.59 3.70 -0.80 0.7517
S -1.2322 6.1566 4.8448 -0.04 -0.01 -0.46 0.6480
F 0.9812 -3.9896 0.4967 -2.70 2.58 0.43 -0.0289
O -0.4470 6.2614 6.0392 -0.78 -0.21 -0.58 -0.2386
O 0.3729 4.0120 0.1015 1.70 -3.85 -0.64 -0.3415
O -3.5183 0.8711 2.4235 0.93 -1.54 -4.02 0.0189
O 1.3683 -2.8285 -2.3197 -0.54 -0.28 -1.85 -0.2683
O -8.1866 0.1939 -6.0987 -0.77 -0.33 -0.19 -0.2024
O 1.5305 3.5467 11.0432 -0.85 0.50 0.52 -0.2293
O 9.1277 -2.0771 3.3991 -0.86 -0.18 -0.79 -0.2222
O 8.7513 -0.9637 1.2103 -0.54 -0.66 0.31 -0.1959
O 0.0589 4.5693 12.8110 0.58 -0.21 -0.96 -0.2305
O 7.2317 -5.0817 -5.6566 0.05 -3.97 -0.97 -0.2535
O 8.1202 -6.5233 -3.7962 -0.43 0.31 -0.92 -0.2221
O 5.3100 -2.9298 -4.0374 0.47 0.69 -0.42 -0.1845
O -5.3973 3.1682 -5.4156 -3.65 -2.91 4.86 0.1253
O -4.3705 -2.7185 -1.4075 2.77 3.28 2.21 0.0342
O 6.9007 -2.2546 2.2373 1.05 0.23 0.20 -0.2374
O 9.0759 -6.6805 -6.0852 -0.73 0.23 0.20 -0.1854
O 8.8985 -3.4000 1.3117 0.07 0.77 0.65 -0.1885
O 2.7374 3.2225 -0.3168 -4.32 -1.90 0.81 -0.3545
O 6.8260 -7.5318 -5.6608 0.67 0.07 0.53 -0.1912
O 7.0422 -1.3148 -3.4314 -0.19 -0.57 -0.19 -0.1990
O -0.8496 4.0573 10.5599 0.93 0.05 0.13 -0.1932
O -2.6636 6.0752 4.8601 1.09 0.19 0.34 -0.2299
O 6.4263 -1.6161 -5.8238 0.24 -0.74 0.77 -0.2187
O -10.2141 -1.2007 -5.8028 0.89 0.07 -0.77 -0.2250
O 0.7800 1.9568 -1.4354 0.70 0.16 2.33 -0.1929
O -9.9667 0.2940 -7.7673 0.69 -0.54 0.19 -0.1902
O 0.7391 5.8922 10.8285 -0.39 -0.67 0.57 -0.1926
O -0.6608 4.9192 3.9630 0.05 0.75 0.84 -0.2067
O -8.5529 -1.7401 -7.6149 -0.73 0.57 0.65 -0.2252
O -0.8037 7.3528 3.8355 -0.54 -0.71 0.49 -0.1878
O 7.6777 -3.4170 -4.5885 -0.15 4.08 1.39 -0.2605
N -6.7487 1.8418 -3.7295 4.28 2.54 -1.47 0.1183
N 1.5855 -2.1547 4.0146 -0.56 -0.47 -1.00 -0.1457
C -0.8218 -0.7266 1.9494 -0.37 -2.33 -1.14 -0.0558
C -1.3365 -2.9800 -0.1838 0.52 1.39 1.43 -0.0104
C 0.0334 6.8301 2.8017 0.63 -0.27 -0.23 -0.1564
C 8.8835 -7.9580 -6.6928 0.01 -0.59 0.08 -0.1739
C 1.2057 1.6141 1.3547 -0.05 -0.70 0.26 -0.2077
C -5.9232 1.4826 -2.5182 1.84 -0.47 3.56 -0.1680
C 1.6870 -1.8852 2.5499 0.16 1.22 -0.29 -0.1924
C -0.0104 -2.9553 0.6837 -1.86 2.47 0.63 -0.0260
C -9.5972 1.6031 -7.3357 -0.12 0.41 0.51 -0.1692
C -3.3138 0.3741 1.2788 -0.45 0.89 2.18 -0.2272
C -2.1481 -0.7372 1.0964 1.34 -1.81 -1.23 0.0321
C -0.1357 1.7566 2.2266 0.02 0.04 0.85 -0.1826
C 7.3768 -8.1113 -6.8425 0.08 0.17 -0.58 -0.1769
C 0.3922 -2.9765 4.3824 0.20 0.29 1.65 -0.1327
C -4.4411 -0.2912 -1.0782 -0.80 3.23 0.00 -0.0115
C -8.1913 1.4512 -6.7741 0.18 0.26 -0.54 -0.1838
C -6.0603 3.3872 1.9671 -1.14 -0.27 0.28 -0.3771
C -0.1075 6.1026 9.6974 -0.10 -0.11 -0.73 -0.1732
C 9.5796 -1.4751 0.1657 0.62 -0.21 -0.22 -0.1698
C -7.3857 3.9893 1.2612 0.39 0.02 0.90 -0.1176
C -1.5315 -4.1778 -1.2348 0.36 0.02 0.90 -0.1547
C 5.9123 -1.2093 -2.5667 -0.55 0.26 0.08 -0.1754
C -1.3423 5.2521 9.9535 -0.31 0.60 0.14 -0.1712
C -0.3890 5.3785 2.6371 -0.22 0.31 -0.58 -0.1903
C -5.7481 2.5763 -1.3967 1.81 -3.89 0.32 0.0522
C -0.9415 -3.8786 -2.7031 0.09 -1.34 -0.18 -0.1487
C 0.6661 -4.0664 -2.6880 -0.18 -0.18 0.80 -0.2149
C -4.9037 2.2161 -0.1283 -0.22 -1.16 -1.65 -0.0841
C -0.5238 0.4051 3.0466 0.22 0.22 -0.75 -0.1389
C 1.2197 -1.8410 -3.4166 -0.73 -0.99 0.32 -0.0875
C -6.0328 2.5811 -4.5316 0.87 -0.27 -1.79 -0.2065
C 5.1999 -2.5502 -2.6659 0.24 -0.12 0.60 -0.1685
C -6.4626 1.9567 2.5841 0.11 -0.10 0.54 -0.1068
C 9.1580 -2.9263 -0.0093 -0.29 0.22 -0.56 -0.1674
C -4.7613 3.3558 0.9980 -0.39 -0.07 -0.11 -0.1382
C -5.2890 0.0537 -2.3631 0.32 2.40 2.34 0.0724
C 0.2888 -1.8348 1.7651 -2.87 -0.91 -2.91 -0.0460
C -4.2340 0.8099 0.0297 -1.14 -0.36 -2.74 0.0037
C -3.7697 -1.7500 -0.8508 -1.81 -1.21 -1.81 -0.2339
C -2.4254 -1.8491 -0.0057 3.25 0.31 2.33 0.0237
H -7.1220 5.0282 0.8431 -0.72 -1.56 0.38 0.0792
H 1.2589 1.0910 -1.3579 -0.46 0.83 -0.33 0.0826
H -5.7342 1.7372 3.4455 -1.14 0.01 -1.40 0.0747
H 0.0901 2.5506 3.0435 -0.67 -1.08 -1.62 0.1189
H 9.4004 -8.0047 -7.6523 -0.01 0.24 0.14 0.1355
H 8.2295 -3.0011 -0.5836 0.10 0.01 -0.07 0.1228
H 10.6213 -1.4033 0.4910 -0.05 -0.03 -0.06 0.1341
H -1.3479 -4.7206 -3.3941 0.58 1.40 1.14 0.1263
H -0.5385 -2.3082 4.4102 0.86 -1.31 -0.33 0.0795
H 7.0723 -9.1539 -6.9379 -0.06 0.13 0.25 0.1351
H -1.3125 5.2995 2.0562 0.13 -0.01 -0.07 0.1351
H -6.4493 1.0891 1.8246 0.18 1.46 1.08 0.0821
H 9.2927 -8.7192 -6.0223 -0.04 0.00 -0.07 0.1324
H -5.4475 -0.6931 -3.2149 0.30 1.13 1.58 0.1146
H -0.9353 -5.0861 -0.8247 -0.98 1.57 -0.62 0.1197
H -2.0164 5.7388 10.6648 0.02 0.03 -0.09 0.1328
H 0.2852 -3.9041 3.7179 0.12 1.57 0.88 0.0999
H -7.4486 1.4099 -7.5760 -0.04 0.07 0.03 0.1388
H 0.3844 4.7712 2.1703 -0.16 0.05 0.27 0.0968
H 0.9383 -2.4568 -4.3554 0.75 1.42 1.17 0.1046
H 5.7058 -3.3111 -2.0636 -0.06 0.06 0.05 0.1319
H -0.3500 7.1612 9.5953 0.14 -0.10 0.21 0.1379
H 6.2320 -0.9871 -1.5472 0.15 -0.04 -0.16 0.1310
H 2.1948 -1.2527 -3.5307 -1.49 -0.85 0.11 0.0911
H 7.0058 -7.5443 -7.7016 0.07 -0.08 -0.01 0.1328
H 0.3483 0.1329 3.7564 -1.38 0.15 -1.45 0.1076
H -0.0932 7.4030 1.8823 -0.17 0.03 0.23 0.1411
H -10.3013 1.9140 -6.5581 0.08 0.06 -0.03 0.1351
H 5.2776 -0.3972 -2.9336 -0.01 -0.03 0.08 0.1309
H 1.0725 -4.5073 -3.6725 -0.66 0.95 1.26 0.1274
H 2.4311 -2.6213 2.0699 -1.55 0.96 0.52 0.1292
H -1.8869 5.0231 9.0372 0.17 -0.21 0.11 0.1351
H 9.9300 -3.5281 -0.4892 -0.08 -0.05 0.26 0.1411
H -1.0542 2.0402 1.5868 1.66 -0.22 0.99 0.1212
H 1.0725 6.9037 3.1350 -0.05 -0.02 -0.06 0.1362
H -9.6397 2.3087 -8.1658 -0.03 -0.29 -0.07 0.1372
H 4.1526 -2.4887 -2.3663 0.02 -0.10 -0.26 0.1197
H 1.3516 0.5726 0.8812 -0.47 1.55 0.64 0.0919
H -8.1798 4.0922 2.1031 1.33 0.03 -1.50 0.0861
H -1.4195 0.6328 3.7364 1.28 -0.43 -1.46 0.1258
H 9.4444 -0.8935 -0.7474 -0.16 0.04 0.21 0.1349
H 0.5650 -3.3281 5.4769 -0.35 0.41 -1.89 0.0965
H -3.8154 3.2259 1.6368 -1.46 -0.10 -1.05 0.1051
H -6.2086 3.6293 -1.4973 0.84 -2.03 0.13 0.1169
H 0.9414 -4.8251 -1.8580 -0.49 1.30 -1.37 0.1219
H 2.1721 -0.8353 2.4225 -0.73 -1.75 0.19 0.1137
H -5.8421 4.0822 2.8717 -0.12 -1.08 -1.63 0.1402
H -7.8429 3.2780 0.4880 0.86 1.12 0.89 0.0763
H 2.1457 1.8000 1.9984 -1.48 0.05 -1.23 0.1291
H -7.5377 1.9568 3.0260 1.83 0.30 -0.75 0.0861
H 0.4261 5.7646 8.8048 -0.11 0.06 0.00 0.1251
H -7.9348 2.2552 -6.0842 -0.15 -0.26 0.04 0.1026
H 0.3188 -1.1850 -3.1514 1.40 -0.55 -0.53 0.0885
H -1.2937 -2.8923 -3.1664 0.61 -1.33 0.87 0.1120
H -2.6326 -4.4971 -1.2156 1.62 0.77 -0.31 0.1124
H 1.6822 -1.3068 4.5875 -0.31 -0.70 -0.51 0.0920
H -4.6767 4.3990 0.5007 -0.19 -1.78 0.59 0.1202
```
Positions in Å, forces in eV/Å.



2.
This record from the Open Molecules 2025 dataset describes C40H57N3O2PPtSi as an isolated structure. The level of theory is the ωB97M-V functional and the def2-TZVPD basis.

## Properties
- Total charge: +1
- Orbital gap: 0.21361 Eh
- M: 866.05 g mol⁻¹
- E_HOMO: -9.8 eV
- Energy relative to the best compared isomer or geometry (same formula, charge and spin): 28.87 kcal/mol

The geometry in XYZ format:
```
105
Properties=species:S:1:pos:R:3:forces:R:3:lowdin_charge:R:1
Pt -0.0403 -0.8780 -0.7858 0.01 0.17 -0.10 0.9221
P 0.0358 0.5011 1.0654 -0.54 -0.46 -0.42 0.9917
Si -2.6954 -1.3946 -2.1214 0.27 0.19 0.38 0.3881
O 0.5541 4.4587 -6.2773 0.00 -0.05 -0.03 0.1314
O 2.7366 4.1343 -6.4500 0.09 0.05 0.05 0.1518
N -1.8289 -1.7714 -0.6161 0.29 -0.23 0.81 -0.2377
N 1.5314 -2.8709 -0.9143 -0.25 -0.42 -0.29 0.0470
N 1.6226 -0.3865 -2.0998 -0.07 0.56 0.79 -0.0304
C 2.2754 3.7977 -0.0071 -0.11 0.01 0.01 -0.1666
C 2.6371 1.6626 -3.0088 0.19 -0.01 -0.07 -0.0364
C -4.5406 -1.6363 -2.1528 -0.19 -0.22 0.05 -0.1720
C -3.0922 1.3320 3.7602 0.04 -0.13 -0.01 -0.1796
C 2.6217 -1.1694 -2.1886 0.11 -0.41 -0.15 -0.0391
C -1.6279 1.2082 3.2870 -0.10 -0.06 0.03 -0.1758
C -1.8723 -2.4265 -3.4481 -0.10 0.07 -0.28 -0.1725
C 0.5555 0.8444 -3.9010 -0.09 -0.14 0.03 -0.0085
C 2.5028 -0.7558 1.6461 0.01 -0.07 0.13 -0.2271
C 0.5587 1.8699 -4.8352 0.02 0.07 0.06 0.0067
C 3.8884 -0.2776 3.7100 -0.09 -0.01 -0.12 -0.1751
C 2.6415 -4.8833 -0.2660 0.00 0.00 0.05 -0.0154
C 2.6663 -2.4675 -1.4968 0.03 0.25 0.11 -0.2787
C -3.9100 0.1121 3.3367 -0.03 0.12 -0.11 -0.1834
C -3.5216 -4.5144 1.2436 -0.09 0.03 -0.11 -0.0767
C 3.0702 1.0142 3.5856 -0.01 -0.13 0.06 -0.1937
C -0.6702 3.1247 0.3350 0.11 0.11 -0.07 -0.1772
C -0.1439 4.4338 -0.2935 0.05 -0.02 0.11 -0.1751
C 2.6420 2.6765 -3.9498 0.19 0.01 0.10 0.0138
C 1.2248 -0.1997 2.2971 0.26 -0.04 -0.22 -0.3867
C 1.6657 2.3937 -0.1513 -0.02 0.17 0.19 -0.2203
C -2.6405 -4.7522 2.2871 0.04 -0.06 0.07 -0.0993
C 0.4954 2.2456 0.8262 0.06 -0.01 -0.30 -0.4153
C 1.6054 2.7871 -4.8641 -0.21 -0.08 -0.13 -0.1267
C -1.5534 0.4043 1.9712 -0.15 0.11 -0.15 -0.4097
C -4.0188 0.0443 1.7988 0.07 0.01 0.11 -0.1661
C -2.0986 -2.7579 0.3424 -0.01 0.19 -0.13 -0.3576
C -3.2687 -3.5320 0.2967 -0.03 -0.05 -0.04 -0.0437
C 1.5199 -4.0579 -0.3177 -0.06 0.03 -0.05 -0.0888
C 1.5969 0.7436 -2.9937 0.16 -0.21 -0.11 -0.2821
C 3.8163 -4.4531 -0.8508 0.03 0.03 -0.02 -0.0283
C 1.1918 4.8402 0.3282 0.00 -0.09 -0.08 -0.1857
C -2.7994 0.6894 1.1213 -0.04 0.07 0.11 -0.2114
C -1.4883 -3.9854 2.3656 0.06 0.11 -0.05 -0.0887
C 1.5744 0.7104 3.5117 0.10 0.01 -0.05 -0.1810
C 3.8256 -3.2192 -1.4907 0.24 0.03 -0.04 0.0040
C -2.4700 0.4543 -2.3800 -0.03 0.16 -0.30 -0.1994
C 1.7036 3.8449 -5.9269 -0.10 0.03 0.03 -0.4816
C -1.2219 -3.0126 1.4114 0.01 0.09 -0.13 -0.1125
C 3.3945 -1.3665 2.7248 0.01 0.16 0.05 -0.1730
H 2.7782 4.0706 -0.9388 0.00 -0.01 0.01 0.1063
H -0.2359 1.9201 -5.5713 0.01 -0.02 0.02 0.1294
H -4.9256 0.5564 1.4686 0.01 -0.02 -0.01 0.1148
H -0.0120 4.3099 -1.3727 -0.02 0.00 0.01 0.1121
H -3.1090 1.4423 4.8456 -0.01 0.07 -0.03 0.1133
H -2.2916 -3.4385 -3.4502 0.09 0.06 0.02 0.0386
H 1.4980 5.8249 -0.0243 -0.01 0.01 0.02 0.1132
H -1.0467 0.6966 4.0571 -0.01 0.05 -0.03 0.1052
H 0.5815 -4.3631 0.1319 0.02 0.03 -0.05 0.1092
H 4.7099 -5.0626 -0.8164 -0.03 0.01 -0.03 0.1209
H 3.3807 1.5801 2.7019 -0.01 0.02 0.02 0.1052
H -3.4368 -0.7947 3.7251 -0.01 0.00 0.00 0.1137
H -1.5912 -0.6626 2.2215 0.00 0.01 -0.02 0.0917
H -2.9459 1.7685 1.0298 0.00 -0.04 0.04 0.1067
H -3.9897 -3.3562 -0.4891 0.00 -0.09 0.03 0.0757
H -5.0038 -1.3660 -1.1989 0.01 0.01 -0.08 0.0383
H 1.2813 2.2520 -1.1629 -0.06 0.05 0.24 0.0806
H -4.8334 -2.6591 -2.4062 -0.02 0.09 0.06 0.0371
H -1.5186 0.8382 -2.0098 -0.04 0.07 -0.04 -0.0253
H -0.3140 -2.4211 1.4657 0.01 -0.11 0.04 0.0551
H -4.9551 -0.9757 -2.9229 0.06 -0.06 0.06 0.0452
H -4.9064 0.1584 3.7772 0.02 -0.05 0.02 0.1117
H 3.8098 -0.6468 4.7342 0.04 0.00 0.00 0.1112
H -0.8831 5.2225 -0.1528 -0.02 -0.01 -0.07 0.1143
H 3.0379 3.7935 0.7754 0.02 -0.01 -0.02 0.1099
H -2.5437 0.7090 -3.4452 -0.06 -0.05 0.12 0.0416
H -4.1003 -0.9988 1.4807 -0.01 0.03 0.01 0.0982
H 4.7202 -2.8380 -1.9714 -0.06 -0.07 0.03 0.1251
H 0.8272 2.5946 1.8059 -0.04 0.03 0.05 0.1056
H 3.0586 0.0327 1.1303 -0.05 -0.04 -0.04 0.0998
H 2.2295 -1.5008 0.9016 0.02 0.01 0.05 0.0639
H -0.7868 -4.1414 3.1785 -0.01 0.01 -0.05 0.1062
H 3.4357 1.5885 -2.2790 -0.02 -0.01 -0.06 0.1267
H -0.7976 -2.5178 -3.2578 -0.03 0.01 -0.06 0.0074
H -3.5511 2.2318 3.3405 0.03 -0.01 0.02 0.1159
H 1.2835 0.1927 4.4290 -0.03 0.01 -0.02 0.1227
H -0.2296 0.0963 -3.8939 0.05 0.09 -0.04 0.0954
H -0.1766 4.1852 -5.7103 0.01 0.00 0.03 0.1082
H 3.4587 3.3869 -3.9912 -0.02 -0.04 -0.01 0.1351
H -1.2657 2.5787 -0.4032 0.00 0.01 0.04 0.0963
H 3.4429 -0.9273 -2.8626 -0.03 -0.04 -0.06 0.1504
H 4.2403 -1.8812 2.2655 -0.01 0.00 0.02 0.1074
H 2.8177 -2.1285 3.2587 0.02 0.01 -0.02 0.1148
H 0.6766 -1.0682 2.6740 -0.04 0.00 0.01 0.0989
H -1.3267 3.3602 1.1741 -0.03 -0.03 -0.02 0.1072
H 1.0691 4.9237 1.4127 0.02 0.01 -0.03 0.1152
H -3.2696 0.9900 -1.8574 0.05 -0.05 -0.07 0.0415
H 3.2635 1.6523 4.4492 0.01 0.04 -0.04 0.1178
H 2.5787 -5.8483 0.2203 -0.01 0.06 0.00 0.1191
H -2.6767 0.2899 0.1203 -0.01 0.05 0.07 0.0383
H -2.8491 -5.5174 3.0241 0.01 0.05 -0.03 0.1028
H 1.0146 1.6433 3.5054 -0.03 -0.03 0.03 0.0813
H -2.0160 -2.0115 -4.4536 0.01 -0.09 0.11 0.0375
H 2.4299 1.6291 0.0063 -0.01 0.01 -0.03 0.0870
H -4.4297 -5.1027 1.1673 0.04 0.07 -0.03 0.1095
H 4.9421 -0.0575 3.5340 0.00 -0.01 0.02 0.1095
H -1.1992 2.2075 3.1657 0.01 -0.04 0.02 0.1020
```
Positions in Å, forces in eV/Å.



> What is the formula in the second record?

C40H57N3O2PPtSi